(1)
ORCA calculation (ωB97M-V/def2-TZVPD) on C38H48BBrN10O3S3Tc as an isolated structure.

Geometry as XYZ:
```
105
C38H48BBrN10O3S3Tc (ωB97M-V/def2-TZVPD)
Tc 0.052 0.158 -0.815
C -0.864 -1.488 5.528
C -0.115 -0.578 4.556
C 0.959 -1.387 3.842
C 0.568 0.581 5.288
N -1.150 0.037 3.632
C -2.107 0.873 4.176
C -2.898 1.303 3.176
N -2.446 0.731 2.008
B -3.110 1.122 0.666
N -2.579 2.496 0.165
C -3.483 3.434 -0.280
C -2.799 4.533 -0.657
N -1.457 4.274 -0.445
C -1.349 3.020 0.038
S 0.129 2.208 0.485
C -0.353 5.254 -0.742
C 0.558 4.658 -1.812
C 0.397 5.572 0.550
C -0.967 6.543 -1.281
N -3.017 -0.092 -0.333
C -3.800 -1.186 -0.052
C -4.123 -1.779 -1.224
N -3.516 -1.061 -2.240
C -2.839 -0.042 -1.667
S -1.601 0.988 -2.341
C -3.624 -1.379 -3.712
C -2.255 -1.778 -4.264
C -4.588 -2.546 -3.876
C -4.183 -0.141 -4.411
C -1.382 -0.033 2.298
S -0.511 -1.028 1.166
H -0.151 -1.931 6.221
H -1.363 -2.298 4.993
H -1.607 -0.944 6.111
H 1.648 -1.729 4.613
H 1.519 -0.790 3.123
H 0.565 -2.277 3.349
H 1.343 0.175 5.936
H -0.117 1.147 5.916
H 1.036 1.264 4.577
H -2.159 1.075 5.229
H -3.755 1.953 3.191
H -4.278 1.291 0.860
H -4.541 3.243 -0.274
H -3.160 5.470 -1.030
H 1.074 3.776 -1.438
H 1.298 5.408 -2.095
H -0.015 4.387 -2.700
H 0.899 4.700 0.964
H -0.286 5.974 1.299
H 1.152 6.331 0.342
H -1.499 6.386 -2.220
H -0.156 7.243 -1.475
H -1.634 7.013 -0.557
H -4.095 -1.437 0.952
H -4.730 -2.644 -1.418
H -1.819 -2.579 -3.667
H -1.557 -0.949 -4.287
H -2.386 -2.138 -5.285
H -4.233 -3.442 -3.365
H -4.655 -2.780 -4.937
H -5.593 -2.300 -3.529
H -3.513 0.713 -4.309
H -5.161 0.125 -4.007
H -4.296 -0.349 -5.474
Br 1.628 -4.653 5.543
C 2.591 -4.744 3.918
C 1.986 -5.316 2.809
C 2.695 -5.417 1.626
C 4.008 -4.956 1.561
C 4.622 -4.431 2.691
C 3.903 -4.295 3.870
N 4.841 -5.153 0.403
N 4.497 -4.774 -0.721
C 3.331 -3.982 -0.925
C 2.344 -4.436 -1.764
C 1.202 -3.665 -2.045
C 1.076 -2.403 -1.515
O 0.038 -1.589 -1.739
C 2.116 -1.909 -0.702
N 1.940 -0.639 -0.234
C 2.879 -0.086 0.512
C 4.064 -0.755 0.823
C 4.256 -2.038 0.375
C 3.261 -2.664 -0.399
H 0.979 -5.705 2.878
H 2.240 -5.894 0.771
H 5.667 -4.152 2.647
H 4.371 -3.887 4.755
H 2.443 -5.422 -2.200
H 0.425 -4.057 -2.687
H 2.697 0.919 0.872
H 4.813 -0.251 1.417
H 5.175 -2.563 0.602
N 3.487 3.516 -4.200
C 3.328 2.486 -3.183
C 1.928 1.892 -3.259
O 1.191 2.337 -4.232
O 1.545 1.033 -2.481
H 4.272 3.351 -4.813
H 3.577 4.444 -3.810
H 1.766 2.999 -4.698
H 3.477 2.846 -2.164
H 4.025 1.660 -3.329
```

LUMO energy (spin up / spin down)   -5.924 / -6.471 eV
Highest occupied orbital energy (spin up / spin down)   -12.291 / -12.334 eV
Spin multiplicity   4
Energy relative to the best compared isomer or geometry (same formula, charge and spin)   18.8 kJ/mol
Orbital gap (spin up / spin down)   6.367 / 5.863 eV
Total charge   +2

Löwdin atomic charge list, values in e, 5 entries: atom 1 (Tc): 1.097, atom 2 (C): -0.020, atom 3 (C): -0.520, atom 4 (C): -0.095, atom 5 (C): -0.017

(2)
ORCA calculation (ωB97M-V/def2-TZVPD) on C38H48ClN5OSTi as an isolated structure.

Geometry as XYZ:
```
95
C38H48ClN5OSTi (ωB97M-V/def2-TZVPD)
Ti -0.063 0.336 -0.934
C -2.248 0.132 -3.249
C -1.154 1.019 -3.861
N -0.241 1.568 -2.814
C -0.520 3.003 -2.506
C -0.393 3.294 -1.021
N -1.037 2.226 -0.220
C -2.517 2.238 -0.217
C -3.073 1.531 -1.440
N -2.264 0.337 -1.789
H -2.038 -0.915 -3.442
H -3.222 0.363 -3.685
H -1.577 1.846 -4.430
H -0.558 0.431 -4.557
H 0.693 1.539 -3.221
H -1.518 3.252 -2.856
H 0.166 3.643 -3.063
H -0.824 4.272 -0.793
H 0.659 3.329 -0.728
H -0.722 2.347 0.738
H -2.899 3.261 -0.165
H -2.839 1.720 0.684
H -3.085 2.193 -2.302
H -4.113 1.253 -1.261
H -2.690 -0.478 -1.361
C -4.160 2.008 4.763
C -2.698 1.578 4.585
C -1.916 2.753 3.995
C -2.090 1.229 5.951
C -2.643 0.346 3.686
C -3.320 -0.830 4.075
C -3.284 -1.979 3.321
C -2.563 -1.962 2.127
S -2.330 -3.240 0.983
C -1.386 -2.190 0.015
N -1.225 -0.972 0.487
C -1.895 -0.815 1.706
C -1.934 0.333 2.502
C -0.823 -2.539 -1.284
C -0.986 -3.796 -1.858
C -0.424 -4.054 -3.098
C 0.297 -3.060 -3.746
C 0.448 -1.805 -3.165
C -0.112 -1.515 -1.926
H -4.212 2.890 5.402
H -4.760 1.228 5.231
H -4.618 2.256 3.803
H -1.991 3.610 4.664
H -2.322 3.065 3.027
H -0.853 2.524 3.882
H -2.124 2.100 6.607
H -1.048 0.918 5.851
H -2.636 0.424 6.443
H -3.879 -0.839 5.000
H -3.802 -2.871 3.646
H -1.367 1.203 2.209
H -1.542 -4.573 -1.345
H -0.543 -5.026 -3.556
H 0.748 -3.264 -4.709
H 1.023 -1.058 -3.700
O 0.984 0.583 1.018
C 1.158 -0.260 2.222
C 2.578 -0.179 2.735
C 3.668 -0.662 1.770
C 3.485 -2.081 1.299
C 4.356 -3.086 1.703
C 4.166 -4.374 1.229
C 3.113 -4.615 0.362
C 2.294 -3.554 0.015
N 2.460 -2.312 0.470
H 1.877 0.881 0.795
H 0.888 -1.272 1.941
H 0.467 0.120 2.968
H 2.606 -0.783 3.646
H 2.795 0.848 3.047
H 4.631 -0.562 2.269
H 3.727 -0.011 0.889
H 5.176 -2.857 2.370
H 4.834 -5.172 1.526
H 2.931 -5.601 -0.042
H 1.471 -3.703 -0.676
Cl 3.641 -1.780 -2.619
C 3.440 -0.231 -3.375
C 4.064 -0.024 -4.596
C 4.013 1.220 -5.205
C 3.365 2.266 -4.567
C 2.742 2.043 -3.350
C 2.720 0.784 -2.732
C 2.020 0.600 -1.432
H 4.609 -0.839 -5.052
H 4.507 1.375 -6.153
H 3.366 3.257 -5.002
H 2.301 2.887 -2.825
H 2.176 1.530 -0.856
H 2.416 -0.256 -0.877
```

LUMO energy   -6.071 eV
Highest occupied orbital energy   -13.404 eV
Energy relative to the best compared isomer or geometry (same formula, charge and spin)   16.0 kJ/mol
Orbital gap   7.333 eV
Total charge   +2

Löwdin atomic charge list, values in e, 5 entries: atom 1 (Ti): 1.132, atom 2 (C): -0.147, atom 3 (C): -0.120, atom 4 (N): -0.092, atom 5 (C): -0.144